1.
The following is a DFT calculation (the ωB97M-V functional and the def2-TZVPD basis) of a structure of composition C6H10O.

Cartesian coordinates (Å):
1 O 0.454 2.396 -0.103
2 C -0.021 0.179 1.051
3 C -1.375 2.173 -0.164
4 C -0.219 -0.978 0.035
5 C -0.044 0.047 -1.117
6 C 0.740 -2.155 0.100
7 C -0.306 1.152 -0.094
8 H -1.611 2.458 0.876
9 H 1.019 0.235 1.396
10 H 0.598 -2.830 -0.752
11 H 0.082 2.907 -0.866
12 H -1.256 -1.334 0.064
13 H 0.591 -2.737 1.018
14 H -0.732 0.002 -1.966
15 H 1.782 -1.810 0.086
16 H -0.694 0.228 1.913
17 H 0.992 0.065 -1.478

Cartesian forces (eV/Å) of the 6 atoms listed first:
O -0.1307 0.1862 -0.2192
C -0.0595 0.0334 0.1284
C -0.0657 -0.2359 0.2762
C -0.0304 -0.1105 0.0013
C -0.0159 0.0640 -0.1138
C 0.0149 -0.0159 -0.0054

Calculated values
- Net charge: 0
- E: -8426.93966 eV
- ΔE to the lowest compared entry with this formula, charge and spin: 415.0 kJ/mol
- E_LUMO: 0.0255 hartree

=====

2.
The following is a DFT calculation (the ωB97M-V functional and the def2-TZVPD basis) of a cluster of 11 separate species, C47H117N7O11 in total at a distorted geometry.

Cartesian coordinates (Å):
1 O -17.007 -16.042 11.843
2 O -13.555 -19.784 12.220
3 O -9.218 -13.934 14.788
4 O -5.348 -21.424 13.305
5 O -9.577 -19.232 13.663
6 O -9.527 -17.124 7.130
7 O -6.914 -16.930 8.410
8 O -5.154 -18.597 13.356
9 O -8.329 -21.742 13.957
10 O -11.145 -23.820 7.777
11 O -10.186 -20.103 19.556
12 N -10.737 -14.185 8.978
13 N -14.746 -21.905 14.885
14 N -7.348 -17.311 11.508
15 N -15.994 -16.420 12.714
16 N -6.888 -13.931 11.878
17 N -11.276 -19.139 19.636
18 N -10.390 -23.744 9.011
19 C -13.709 -16.293 13.223
20 C -3.885 -18.532 12.785
21 C -10.971 -21.457 9.008
22 C -10.383 -22.670 11.146
23 C -10.108 -15.867 7.350
24 C -14.520 -15.560 10.992
25 C -10.095 -25.141 9.574
26 C -14.772 -15.534 12.534
27 C -8.000 -13.535 12.734
28 C -14.377 -20.718 12.901
29 C -9.390 -17.383 5.772
30 C -8.014 -14.279 14.071
31 C -12.028 -20.347 17.471
32 C -4.476 -22.517 13.107
33 C -9.750 -17.261 20.211
34 C -6.003 -15.823 8.606
35 C -9.431 -24.897 10.954
36 C -11.129 -22.742 9.778
37 C -10.260 -15.574 8.808
38 C -12.984 -17.299 18.131
39 C -11.894 -16.816 18.990
40 C -12.417 -19.732 18.845
41 C -12.694 -23.004 9.964
42 C -13.489 -18.653 18.660
43 C -10.757 -17.839 19.155
44 C -8.533 -18.357 13.363
45 C -8.613 -19.444 11.121
46 C -9.111 -25.921 8.653
47 C -13.737 -21.114 14.221
48 C -13.030 -20.846 19.717
49 C -9.239 -14.685 15.990
50 C -10.335 -24.031 11.853
51 C -14.945 -14.099 13.042
52 C -11.093 -16.698 9.448
53 C -14.108 -16.798 14.579
54 C -16.536 -16.687 14.040
55 C -17.019 -15.459 14.933
56 C -10.894 -18.657 13.676
57 C -14.128 -19.411 10.994
58 C -8.517 -18.114 11.857
59 C -17.760 -17.550 13.859
60 C -9.919 -17.940 17.902
61 C -11.417 -25.955 9.626
62 C -9.279 -13.829 11.948
63 C -15.412 -17.503 14.687
64 C -12.456 -21.919 14.074
65 C -8.775 -22.217 15.233
66 H -8.446 -14.168 16.572
67 H -11.437 -20.586 9.525
68 H -5.820 -15.800 9.634
69 H -15.347 -14.961 10.479
70 H -8.885 -26.866 9.176
71 H -18.034 -17.868 14.898
72 H -9.213 -16.554 5.165
73 H -8.538 -19.291 10.028
74 H -9.953 -23.965 12.896
75 H -14.538 -16.557 10.601
76 H -6.533 -17.634 11.948
77 H -11.241 -26.977 9.929
78 H -3.519 -22.060 13.275
79 H -13.303 -17.362 15.081
80 H -10.865 -17.711 9.094
81 H -12.334 -21.707 19.945
82 H -11.617 -21.337 13.618
83 H -13.248 -22.056 9.893
84 H -14.527 -21.566 12.222
85 H -8.545 -17.985 5.610
86 H -9.066 -18.620 18.003
87 H -14.112 -15.822 15.195
88 H -18.683 -16.908 13.645
89 H -12.887 -23.456 10.930
90 H -3.131 -18.953 13.399
91 H -3.666 -17.467 12.644
92 H -14.698 -21.671 15.823
93 H -13.944 -18.617 19.669
94 H -10.016 -20.301 20.485
95 H -13.615 -17.223 12.669
96 H -7.244 -16.897 7.504
97 H -17.797 -15.838 15.584
98 H -9.566 -26.183 7.651
99 H -9.339 -22.303 11.118
100 H -11.506 -19.153 14.363
101 H -11.057 -15.724 6.814
102 H -13.199 -20.378 20.706
103 H -9.413 -17.530 11.558
104 H -7.875 -12.449 12.870
105 H -7.090 -14.018 14.648
106 H -5.320 -19.560 13.490
107 H -15.283 -18.445 14.232
108 H -16.258 -14.999 15.525
109 H -11.364 -24.391 11.908
110 H -8.576 -17.390 13.890
111 H -11.323 -18.731 12.671
112 H -9.025 -15.738 15.804
113 H -8.083 -23.018 15.488
114 H -7.040 -14.830 11.379
115 H -8.945 -21.010 13.721
116 H -14.885 -18.640 11.108
117 H -14.804 -22.855 14.661
118 H -3.773 -19.028 11.822
119 H -13.524 -15.215 10.843
120 H -10.712 -13.929 9.969
121 H -5.021 -15.940 8.121
122 H -9.566 -19.990 11.379
123 H -13.800 -16.550 17.983
124 H -10.195 -17.129 21.197
125 H -14.062 -13.477 12.831
126 H -12.223 -16.525 20.020
127 H -12.144 -22.293 15.041
128 H -14.221 -19.111 17.999
129 H -8.897 -17.906 20.357
130 H -15.410 -20.240 13.108
131 H -10.520 -24.073 7.087
132 H -12.747 -15.833 13.278
133 H -7.742 -19.999 11.480
134 H -15.799 -13.645 12.507
135 H -6.000 -13.999 12.424
136 H -7.923 -15.353 13.790
137 H -9.181 -15.645 9.229
138 H -17.663 -18.367 13.122
139 H -10.917 -21.984 11.754
140 H -15.113 -13.993 14.090
141 H -8.200 -25.330 8.467
142 H -17.455 -14.635 14.369
143 H -9.725 -22.674 15.227
144 H -9.445 -14.861 11.790
145 H -17.520 -15.273 12.121
146 H -6.368 -14.866 8.219
147 H -9.348 -15.178 6.964
148 H -11.607 -21.586 8.160
149 H -12.105 -16.443 9.123
150 H -11.122 -20.980 17.515
151 H -9.357 -16.306 19.836
152 H -11.845 -25.951 8.669
153 H -10.229 -14.533 16.413
154 H -8.520 -24.345 10.686
155 H -4.700 -23.411 13.747
156 H -12.161 -25.653 10.413
157 H -9.513 -16.931 17.824
158 H -10.413 -18.173 16.924
159 H -8.820 -21.276 15.906
160 H -13.662 -20.209 14.785
161 H -12.834 -20.957 17.125
162 H -7.620 -18.896 13.521
163 H -10.212 -13.319 12.329
164 H -12.528 -17.402 17.165
165 H -10.303 -17.851 5.363
166 H -11.836 -19.619 16.634
167 H -9.270 -25.912 11.353
168 H -10.897 -17.567 13.922
169 H -9.094 -13.411 10.974
170 H -11.733 -14.196 8.747
171 H -15.636 -17.688 15.738
172 H -11.568 -15.877 18.442
173 H -13.045 -23.588 9.121
174 H -13.383 -19.068 10.329
175 H -4.495 -22.713 12.006
176 H -9.969 -21.195 8.829
177 H -12.707 -22.798 13.494
178 H -6.277 -21.748 13.500
179 H -7.122 -17.377 10.482
180 H -11.257 -16.646 10.532
181 H -13.966 -21.174 19.233
182 H -14.701 -20.235 10.480

Cartesian forces (eV/Å) of the 6 atoms listed first:
O -0.5969 -0.1951 -1.2555
O 0.0351 -0.2738 -0.1291
O 0.9375 -1.0910 -1.0711
O -2.3469 -0.3507 0.9771
O -1.2570 -0.0987 1.5156
O -0.2115 -0.4317 0.4435

Calculated values
- Net charge: 0
- E: -83580.80973 eV
- ΔE to the lowest compared entry with this formula, charge and spin: 0.0 kJ/mol
- E_LUMO: 0.0217 hartree
- SMILES: CC1(C)CCCC(C)(C)N1O.CC1(C)CCCC(C)(C)N1O.CC1(C)CCCC(C)(C)N1O.COC[C@H](C)N.COC[C@H](C)N.COC[C@H](C)N.COC[C@H](C)N.CO.CO.CO.CO

=====

3.
The following is a DFT calculation (the ωB97M-V functional and the def2-TZVPD basis) of a structure of composition C59H50N9OPSYb at a distorted geometry.

Cartesian coordinates (Å):
1 Yb 13.790 13.714 13.798
2 S 11.570 10.760 16.358
3 P 16.335 16.513 14.462
4 O 9.410 10.235 14.039
5 N 15.464 14.828 12.370
6 N 12.537 11.768 12.594
7 N 12.319 14.702 12.015
8 N 16.987 16.192 11.647
9 N 17.533 14.674 16.257
10 N 15.991 13.770 14.968
11 N 13.951 18.002 14.986
12 N 10.762 12.959 11.547
13 N 13.635 15.848 15.222
14 C 11.970 20.040 16.441
15 C 12.779 9.386 12.131
16 C 17.515 13.358 16.555
17 C 10.534 16.036 17.088
18 C 9.021 14.255 16.564
19 C 16.596 14.898 15.277
20 C 14.531 16.764 14.941
21 C 12.493 16.513 15.544
22 C 11.147 14.311 11.552
23 C 12.642 17.856 15.336
24 C 16.707 15.335 10.595
25 C 11.243 15.791 15.861
26 C 19.102 12.308 19.793
27 C 16.118 9.526 13.914
28 C 15.247 10.921 9.965
29 C 14.019 10.992 9.293
30 C 19.668 15.456 8.338
31 C 11.062 21.072 16.645
32 C 18.468 15.603 16.908
33 C 16.339 10.867 14.181
34 C 16.306 11.335 15.485
35 C 18.860 15.440 9.462
36 C 16.862 15.166 8.075
37 C 11.504 11.814 11.782
38 C 14.613 19.229 14.606
39 C 16.122 10.429 16.525
40 C 10.814 14.727 15.064
41 C 20.019 11.015 17.987
42 C 9.852 21.021 15.933
43 C 18.369 12.682 17.553
44 C 16.596 12.786 15.743
45 C 10.531 16.515 10.843
46 C 17.683 15.218 6.954
47 C 11.746 16.976 11.383
48 C 12.562 11.719 15.600
49 C 13.373 12.185 9.235
50 C 17.789 17.433 11.611
51 C 15.836 8.638 14.909
52 C 13.966 13.310 9.745
53 C 10.497 18.956 14.892
54 C 12.585 16.027 11.911
55 C 9.479 15.267 17.417
56 C 16.269 15.816 12.734
57 C 15.845 12.050 10.494
58 C 15.810 9.094 16.218
59 C 19.981 11.290 19.351
60 C 11.637 9.461 11.307
61 C 18.303 12.989 18.890
62 C 15.742 14.472 11.078
63 C 15.162 13.278 10.460
64 C 13.133 10.579 12.732
65 C 17.474 15.337 9.342
66 C 11.729 18.989 15.543
67 C 19.245 11.708 17.096
68 C 9.668 13.990 15.377
69 C 9.560 19.932 15.089
70 C 19.074 15.445 7.092
71 C 10.242 15.210 10.898
72 C 11.024 10.690 11.173
73 H 11.251 21.849 17.365
74 H 10.174 10.733 10.540
75 H 16.227 9.143 12.908
76 H 12.371 12.227 8.808
77 H 13.277 8.417 12.275
78 H 15.641 19.202 14.946
79 H 20.703 10.295 17.601
80 H 18.223 15.730 17.949
81 H 20.742 15.371 8.441
82 H 13.969 10.597 13.425
83 H 12.002 17.997 11.276
84 H 15.770 9.971 10.041
85 H 13.596 16.259 12.278
86 H 14.609 19.314 13.523
87 H 14.071 20.143 14.966
88 H 16.550 11.552 13.374
89 H 9.410 9.754 13.203
90 H 8.765 9.764 14.563
91 H 15.561 7.616 14.705
92 H 19.677 15.462 6.217
93 H 17.550 13.664 19.251
94 H 16.084 10.811 17.543
95 H 19.289 11.473 16.052
96 H 9.294 13.236 14.692
97 H 12.852 20.053 17.055
98 H 18.427 16.592 16.417
99 H 17.973 17.615 10.569
100 H 20.609 10.824 20.064
101 H 17.246 18.272 12.052
102 H 8.127 13.743 16.896
103 H 9.834 17.194 10.347
104 H 10.951 16.820 17.711
105 H 18.717 17.284 12.129
106 H 19.489 15.227 16.812
107 H 9.162 21.843 15.982
108 H 17.281 15.059 5.988
109 H 9.006 15.267 18.357
110 H 18.964 12.514 20.869
111 H 15.624 8.395 17.016
112 H 11.283 8.623 10.724
113 H 13.450 14.258 9.690
114 H 15.805 14.908 8.028
115 H 13.525 10.147 8.853
116 H 11.271 14.647 14.078
117 H 16.786 11.981 10.987
118 H 19.300 15.431 10.450
119 H 9.308 14.833 10.533
120 H 9.870 12.756 11.116
121 H 8.598 19.858 14.626
122 H 10.244 18.158 14.211

Cartesian forces (eV/Å) of the 6 atoms listed first:
Yb -0.2042 -0.5530 0.3949
S 2.3457 2.1842 -1.7427
P -0.5011 -0.1874 -0.1222
O 0.2326 0.1309 -0.3209
N -0.1858 -0.8254 0.4804
N 0.4142 0.4894 -0.0241

Calculated values
- Net charge: +2
- E: -129097.94042 eV
- E_LUMO: -0.1714 hartree